No. 1
DFT (ωB97M-V/def2-TZVPD) results for a structure of composition C21H30N3OS3ScSi2.

## Properties
Total energy, Ha: -3592.1510
F_max, eV/A: 1.50
Frontier orbital gap, eV: 7.78
Total charge: 0
Molar mass, g mol⁻¹: 537.8

Last column: Mulliken charge in e.
Positions of all 61 atoms, in Å:
H  0.9775  -3.5541  3.1770  0.429
C  3.3284  -3.2588  5.5845  -0.502
H  -1.4143  3.5118  -3.0072  0.329
H  -3.7435  2.8337  -3.3371  0.305
N  2.4408  -2.0354  2.2587  -0.705
H  1.8104  1.8285  -3.5177  0.271
C  -0.6944  3.4819  -2.2006  -0.649
C  1.1080  -4.7820  4.9241  -0.760
H  -1.3994  -0.2080  3.3806  0.267
S  3.8568  0.0805  2.2386  -0.143
C  -3.9137  1.7599  -3.2344  -1.131
H  -4.5256  -0.8163  -1.2551  0.402
H  2.1414  0.3085  -4.3514  0.410
H  -0.2511  5.5748  -2.2329  0.469
C  -3.5099  -0.7991  -1.6559  -1.135
Si  -2.8971  0.9842  -1.8383  0.418
H  3.4731  -4.5021  7.3109  0.361
S  2.3596  -0.9634  -0.1951  -0.453
H  -3.7010  1.2923  -4.1972  0.302
H  -2.6646  1.5340  0.5822  0.204
H  -0.1052  -1.3634  3.0299  0.111
Si  -0.2702  0.4498  -3.6555  0.273
H  1.8441  3.1559  0.6138  0.480
H  -0.4402  -1.9618  -3.0210  0.256
S  4.5392  -0.3016  5.0982  -0.372
C  -0.0440  4.6181  -1.7701  -0.632
N  2.9843  -1.9227  3.5150  0.604
H  -1.6539  -1.5579  -4.2409  0.279
O  -0.5668  -0.0512  1.5059  -0.391
H  0.0298  -1.7914  -4.7145  0.397
C  -3.2646  1.9353  -0.2400  -1.043
H  -1.9400  1.3233  -5.3297  0.313
H  0.2819  0.3377  3.3465  0.263
C  1.5941  0.7574  -3.5205  -0.800
H  -3.5252  -1.3163  -2.6174  0.292
H  -4.3153  1.8696  0.0485  0.438
H  1.4216  5.3929  -0.3794  0.442
C  -0.8674  1.4288  -5.1625  -1.074
C  -0.4384  -0.3366  2.8747  -0.614
Sc  0.0387  0.0486  -0.1901  0.210
C  3.7793  -0.8291  3.7406  0.276
H  1.4819  -5.8602  6.7430  0.379
C  -0.4180  2.2461  -1.5993  -0.467
C  1.1223  3.2882  -0.1835  -0.482
C  1.7999  -5.0545  6.0943  -0.418
C  2.7862  -1.0882  1.4716  0.259
C  2.9106  -4.2924  6.4105  -0.692
C  0.8887  4.5247  -0.7381  -0.679
C  2.6188  -2.9686  4.4228  0.679
C  -1.0186  0.9355  -1.9842  1.666
H  2.0011  0.3411  -2.5957  0.068
H  4.2049  -2.6964  5.8464  0.256
N  0.4899  2.1823  -0.5920  0.186
H  -4.9764  1.6127  -3.0281  0.408
H  -0.6468  2.4934  -5.0621  0.304
C  -0.6198  -1.3894  -3.9341  -1.068
H  0.2481  -5.3781  4.6471  0.350
H  -3.0171  2.9945  -0.3430  0.324
H  -2.8725  -1.3681  -0.9743  0.255
C  1.5090  -3.7520  4.0933  -0.132
H  -0.3557  1.0731  -6.0598  0.406

No. 2
DFT (ωB97M-V/def2-TZVPD) results for a structure of composition C21H30N4O5PS3Zn.

## Properties
Total energy, Ha: -4728.8587
F_max, eV/A: 1.46
Frontier orbital gap (spin up / spin down), eV: 4.25 / 5.80
Total charge: -2
Molar mass, g mol⁻¹: 611.1
⟨S²⟩: 0.780
Multiplicity: 2

Last column: Mulliken charge in e.
Positions of all 65 atoms, in Å:
C  1.7009  -4.3211  -3.2540  -0.720
Zn  1.4752  -1.1134  0.9994  -0.273
C  1.2259  -4.0689  -1.9898  -0.222
C  1.5198  2.2073  -1.7792  -1.424
H  -1.3431  3.6933  -3.0287  0.353
N  0.8684  -3.2303  2.9489  -1.494
H  -4.7511  -0.6869  -0.5999  0.438
H  2.2303  2.8351  -2.3150  0.465
C  2.5524  -2.1365  -1.7569  0.488
H  0.4728  3.9320  2.4813  0.381
H  -4.6758  1.9448  -2.0624  0.515
H  3.2935  -5.0921  5.1970  0.224
C  0.2599  4.2184  -0.9284  -1.751
H  -0.9709  -1.6127  3.8296  0.311
H  0.9285  4.8988  -1.4527  0.429
C  3.6335  -5.3557  4.1992  -0.743
H  3.7706  -1.6674  -3.4210  0.351
H  -1.6078  3.1607  3.6606  0.374
H  3.0632  -3.6395  -4.7764  0.353
H  -4.4547  -0.0976  1.0335  0.399
O  -2.3098  0.2668  -0.3494  -0.334
H  4.2712  -4.5755  3.7876  0.214
C  -3.3442  2.3213  0.3536  -1.245
P  -0.8877  0.4388  -1.1295  -0.622
H  1.3440  -5.1840  -3.7994  0.359
C  -4.6406  0.2073  0.0073  -2.008
O  0.0690  -0.3162  -0.2788  0.561
H  -4.2360  2.9421  0.2582  0.464
N  1.6461  -3.0326  -1.2441  0.563
O  -0.9780  0.1218  -2.5791  -0.904
S  3.4252  -2.8935  2.1754  -0.584
C  2.0444  -3.7152  2.7034  0.474
S  2.1892  -5.4664  3.0924  -0.134
C  0.2645  2.8784  2.5965  -0.774
H  0.3011  3.6530  -3.6956  0.470
H  0.6333  4.0411  0.0748  0.182
N  0.7011  -1.9592  2.5973  1.314
H  1.4019  1.2565  -2.2924  0.433
H  -3.1964  2.0444  1.3939  0.289
C  -0.1448  0.1755  2.9196  0.890
H  -2.4721  2.8795  0.0329  0.004
C  -0.4192  3.1145  -3.0800  -1.987
C  -1.0858  1.1027  3.4361  -0.861
H  1.8958  1.9976  -0.7818  0.058
C  -0.8922  2.4406  3.2724  -0.182
H  -1.9528  0.7192  3.9591  0.306
C  2.6462  -3.4546  -3.7954  -0.170
C  -3.4641  1.0539  -0.5032  1.924
N  0.9462  0.6250  2.2113  -0.007
O  1.1918  -2.9333  -0.0496  -0.514
C  -0.2258  -1.1972  3.1525  -0.921
H  2.0041  2.2259  1.5337  0.530
H  4.1364  -6.3167  4.2095  0.287
C  1.1147  1.9223  2.0760  -0.356
H  -0.6259  2.1445  -3.5224  0.335
H  -3.7123  0.5389  -2.5760  0.342
O  -0.7209  2.0822  -0.9103  0.901
H  -5.5619  0.7866  -0.0351  0.399
S  3.1111  -0.8078  -0.8679  -0.481
H  -2.9216  2.0802  -2.3067  0.026
H  -0.7200  4.6893  -0.8471  0.369
C  3.0494  -2.3761  -3.0453  -0.837
H  0.4976  -4.7005  -1.5031  0.415
C  -3.7182  1.4337  -1.9622  -1.398
C  0.1543  2.8768  -1.6745  1.758

No. 3
DFT (ωB97M-V/def2-TZVPD) results for an isolated molecule of C21H30N6O.

## Properties
Total energy, Ha: -1221.9423
F_max, eV/A: 1.66
Frontier orbital gap, eV: 8.48
Structure (SMILES): COc1ccccc1[C@@H](c1nnnn1C1CCCC1)N1CCN2CCC[C@H]2C1
Total charge: 0
Molar mass, g mol⁻¹: 382.5

Last column: Mulliken charge in e.
Positions of all 58 atoms, in Å:
C  3.4308  -2.9085  -1.4200  -0.704
N  -1.2307  -1.1005  1.2075  0.334
C  -0.5042  1.9834  2.3315  1.055
H  -2.7056  -2.2166  -2.6605  0.468
N  0.1590  1.4705  3.5173  -0.195
H  -2.2025  1.4653  -1.5198  0.196
H  -3.8062  1.8268  -3.2295  0.376
H  2.1246  -0.7263  1.9018  0.515
N  -2.6447  -1.4333  -0.3642  -0.232
C  0.5417  2.1266  1.2276  -1.697
H  -0.4005  4.0818  2.7986  0.373
H  -2.0584  -1.4327  -4.1138  0.366
H  0.9125  -2.4943  0.7780  0.538
H  -0.3264  1.5432  5.5482  0.406
C  -3.7155  -0.3620  -3.2347  -0.669
C  3.4155  -1.6597  -2.0188  -0.676
H  -4.3743  -0.6551  -4.0495  0.433
C  0.6214  0.0670  -0.1135  0.689
H  4.1230  -1.4473  -2.8045  0.432
H  0.4812  0.7644  -0.9501  0.994
H  3.2537  0.3104  -4.0433  0.380
H  4.1509  -3.6426  -1.7491  0.403
H  3.0810  1.9601  -3.3950  0.250
C  -1.9074  1.0410  -2.4814  -0.644
C  1.6191  -2.2593  -0.0048  0.047
C  -2.4859  -1.2582  -3.1258  -1.057
H  -1.5685  0.7781  4.5266  0.324
N  -1.5910  -0.8072  -0.8947  1.100
H  4.3515  0.8899  -2.7568  0.386
C  1.5959  -1.0001  -0.5810  -0.401
C  -1.4974  -0.4389  -2.2856  0.380
H  -1.0825  1.6356  -2.8716  0.314
C  3.3289  0.9300  -3.1431  -1.038
C  1.7230  0.2573  2.1424  -0.940
H  -2.7610  1.1240  -4.4686  0.292
H  -0.0796  -0.5758  3.0323  0.343
C  0.7067  0.1519  3.2882  -0.659
N  -2.4139  -1.5975  0.8685  -1.339
H  -2.5639  2.8886  4.4569  0.298
H  1.3113  2.8251  1.5758  0.599
C  -0.8206  1.5891  4.5756  -0.814
C  2.5322  -3.2160  -0.4174  -1.392
C  -1.1343  3.2770  2.8446  -0.685
H  0.0959  2.5262  0.3135  0.305
C  -1.4867  2.9491  4.3086  -0.556
O  2.3925  0.5441  -2.1668  -0.343
H  1.2176  -0.1810  4.1955  0.490
C  -3.1048  1.0213  -3.4380  -0.722
H  -2.0062  3.5698  2.2618  0.345
H  2.5387  -4.1909  0.0444  0.419
N  1.2066  0.8716  0.9360  0.107
H  2.5481  0.8962  2.4794  0.448
H  -0.4630  -0.6208  -2.5931  0.149
C  -0.7064  -0.5919  0.1158  -0.884
H  -1.3012  1.2914  1.9979  -0.143
C  2.4998  -0.6972  -1.6106  0.631
H  -1.0950  3.7119  4.9793  0.306
H  -4.2744  -0.3972  -2.2994  0.295

No. 4
DFT (ωB97M-V/def2-TZVPD) results for a structure of composition C21H31AsN4O2PdS2.

## Properties
Total energy, Ha: -4347.8283
F_max, eV/A: 0.95
Frontier orbital gap, eV: 7.26
Total charge: +2
Molar mass, g mol⁻¹: 617.0

Last column: Mulliken charge in e.
Positions of all 62 atoms, in Å:
H  3.3425  1.2511  -2.3854  0.097
C  1.9673  1.6248  3.8114  -0.796
H  -0.5449  3.3621  -3.9933  0.255
H  -1.5832  -3.0014  -0.9079  0.370
H  -3.3607  -1.5841  2.5214  0.581
H  0.9606  3.5570  -3.0506  0.312
H  5.5164  -0.7889  -3.1858  0.374
C  -0.9025  2.5557  1.5817  0.906
H  3.5603  0.5660  -3.9900  0.317
C  -1.8021  -3.0157  0.1608  -0.555
H  -1.0520  -3.9274  1.9889  0.285
H  -1.1930  -2.3846  3.5661  0.226
H  -0.5924  -0.7256  3.5919  0.116
N  1.6720  -0.6142  -1.8967  -0.049
H  -3.5059  0.2381  -2.5275  0.400
N  0.9742  -1.7883  -1.6860  0.105
C  1.6162  -0.0657  2.1831  -0.720
H  -3.8534  4.4742  1.6151  0.539
C  2.7716  -0.7512  -2.5485  -0.014
H  -2.7164  4.1574  -0.7338  0.532
C  -0.7883  -3.8495  0.9362  -1.293
H  -2.5237  -1.2105  -2.3444  0.297
H  -4.1216  -0.9237  -0.3766  0.546
H  5.7702  0.9245  -2.8970  0.374
C  -2.7375  -0.2318  -1.9147  -0.946
C  0.2276  1.8060  2.1569  0.269
H  0.2986  1.9308  -3.3245  0.215
H  -2.7848  0.0728  2.5826  0.393
S  3.0714  -2.4060  -2.9979  -0.180
C  -1.4908  -1.3392  3.6084  -0.838
H  0.2191  -3.4367  0.8576  0.261
Pd  0.0265  -0.1139  -0.1857  0.410
N  1.1300  -4.0864  -2.1526  -0.341
C  -2.3554  3.7351  0.1912  -1.036
As  -1.8542  -1.1435  0.6624  0.465
O  -0.7824  3.1268  -1.9979  -0.332
C  0.0474  2.9791  -3.1702  -0.573
C  -1.1716  2.9504  0.2907  -0.164
H  -3.4107  0.6586  -0.0431  0.358
H  -1.8406  0.3900  -2.0103  0.091
H  0.2499  -4.2915  -1.7155  0.122
H  -2.8214  -3.3870  0.2899  0.576
C  2.3261  0.3995  3.2685  -0.704
H  -1.9817  -1.1783  4.5678  0.410
C  3.6863  0.3666  -2.9228  -0.104
C  5.1551  0.0711  -2.6200  -1.263
H  1.5990  -4.8263  -2.6436  0.211
C  -3.2108  -0.3284  -0.4635  -0.634
H  -0.7691  -4.8683  0.5471  0.387
C  -2.9557  3.9177  1.3967  -0.446
O  0.8103  2.1328  -0.7795  -0.746
H  1.8563  -1.0150  1.7225  0.363
N  0.5852  0.6119  1.6534  0.959
H  3.1374  -0.1886  3.6718  0.506
C  -0.2672  2.6967  -0.8586  0.447
S  -2.0882  3.1665  2.6581  -0.001
C  1.5756  -2.8204  -2.2124  0.318
H  2.5080  2.0335  4.6544  0.478
H  0.6348  3.3013  3.6188  0.665
H  5.3069  -0.1284  -1.5591  0.337
C  -2.4598  -0.9641  2.4925  -0.640
C  0.9193  2.3266  3.2474  -0.499